This record from OMol25 describes a 3-piece molecular cluster, C22H34ClF6N4O4S overall. The level of theory is ωB97M-V/def2-TZVPD.

Geometry as XYZ:
```
72
Properties=species:S:1:pos:R:3:mulliken_charge:R:1
C 2.214 -1.760 2.198 0.53
C 1.111 -1.763 1.741 -1.37
N -0.072 -1.665 1.045 0.05
C -0.839 -0.438 1.314 -0.36
S 0.196 1.030 0.880 -0.08
C -0.473 1.779 -0.642 0.96
C 0.536 1.468 -1.794 -1.27
C -0.332 -2.700 0.242 0.73
N 0.470 -3.789 0.124 -0.58
C -0.104 -4.545 -0.770 0.49
Cl 0.393 -6.033 -1.423 -0.10
N -1.234 -4.001 -1.194 -0.48
N -1.403 -2.824 -0.559 0.67
C -2.589 -2.054 -0.939 -1.42
C -2.284 -1.010 -2.045 0.86
C -3.523 -0.169 -2.425 -0.53
C -4.234 0.526 -1.237 -0.68
C -5.484 -0.209 -0.709 -0.56
C -6.618 -0.376 -1.764 -0.64
C -6.623 -1.779 -2.469 -0.95
H 3.215 -1.939 2.522 0.62
H -0.933 -0.360 2.405 0.38
H -1.849 -0.383 0.911 0.17
H -1.487 1.435 -0.873 -0.46
H -0.514 2.883 -0.595 -0.20
H 0.517 0.401 -2.063 0.32
H 1.537 1.622 -1.366 0.43
H 0.407 2.130 -2.657 0.29
H -1.825 -4.425 -1.896 0.25
H -3.151 -1.630 -0.102 0.68
H -3.289 -2.760 -1.411 0.16
H -2.040 -1.616 -2.936 0.45
H -1.383 -0.428 -1.826 -0.81
H -3.219 0.572 -3.175 0.32
H -4.209 -0.850 -2.953 0.18
H -4.551 1.519 -1.586 0.52
H -3.555 0.708 -0.385 0.29
H -5.220 -1.217 -0.347 0.17
H -5.914 0.340 0.140 0.45
H -6.539 0.403 -2.534 0.28
H -7.576 -0.271 -1.243 0.42
H -6.233 -1.639 -3.487 0.29
H -5.913 -2.427 -1.936 0.16
H -7.621 -2.221 -2.524 0.33
C 1.602 7.860 -3.212 -1.12
C 1.786 6.897 -2.059 -0.20
O 0.537 6.662 -1.377 -0.31
C -0.273 5.774 -1.931 0.40
O -0.059 5.162 -2.936 -0.51
C -1.528 5.602 -1.067 0.91
F -2.031 6.771 -0.662 -0.25
F -1.255 4.883 0.039 -0.27
F -2.505 4.966 -1.717 -0.25
H 1.141 8.786 -2.866 0.31
H 2.562 8.094 -3.671 0.38
H 0.947 7.441 -3.976 0.32
H 2.460 7.326 -1.320 0.33
H 2.223 5.954 -2.388 0.30
C 6.216 -5.504 4.212 -1.16
C 5.659 -4.115 4.445 -0.16
O 6.420 -3.417 5.442 -0.33
C 7.548 -2.847 5.020 0.35
O 7.961 -2.879 3.900 -0.50
C 8.224 -2.102 6.177 0.89
F 8.240 -2.833 7.298 -0.24
F 7.571 -0.962 6.452 -0.25
F 9.482 -1.785 5.888 -0.23
H 6.268 -6.056 5.152 0.31
H 5.587 -6.057 3.514 0.37
H 7.227 -5.461 3.808 0.32
H 4.642 -4.185 4.827 0.37
H 5.621 -3.539 3.520 0.26
```

Values from the calculation:
HOMO-LUMO gap   8.94 eV
E   -77169.523 eV
HOMO energy   -11.819 eV
Net charge   +1
F_max   0.0329 hartree/bohr



This record from OMol25 describes a 2-piece molecular cluster, C22H34N overall. The level of theory is ωB97M-V/def2-TZVPD.

Geometry as XYZ:
```
57
Properties=species:S:1:pos:R:3:mulliken_charge:R:1
C -1.112 2.419 0.480 -1.58
C -1.232 1.297 1.437 0.23
C -2.372 0.576 1.849 0.61
C -2.430 -0.091 3.135 1.18
C -1.352 0.063 4.166 -1.74
C -3.523 -0.869 3.494 -0.90
C -4.641 -1.023 2.671 0.54
C -5.762 -1.946 3.029 -1.45
C -4.661 -0.286 1.482 -1.00
C -3.590 0.501 1.078 1.43
C -3.764 1.290 -0.177 -1.43
H -0.194 2.966 0.765 0.41
H -1.004 2.194 -0.595 0.37
H -1.925 3.147 0.610 0.44
H -0.365 1.201 2.088 0.26
H -1.610 -0.534 5.051 0.35
H -0.395 -0.303 3.784 0.35
H -1.208 1.094 4.515 0.37
H -3.511 -1.404 4.448 0.38
H -6.527 -1.942 2.251 0.36
H -5.423 -2.982 3.144 0.35
H -6.247 -1.670 3.970 0.36
H -5.543 -0.358 0.843 0.27
H -4.722 1.023 -0.642 0.37
H -3.783 2.375 -0.002 0.30
H -2.963 1.065 -0.889 0.19
C 4.220 -0.739 1.382 -0.84
C 3.712 -1.950 0.600 -0.84
C 3.502 -1.591 -0.867 -0.67
N 2.658 -0.413 -1.001 0.27
C 2.081 -0.156 -2.229 0.41
C 0.872 0.480 -2.326 -0.85
C 0.281 0.758 -3.659 -0.57
C 0.981 0.096 -4.862 -0.89
C 2.500 0.058 -4.720 -0.97
C 2.874 -0.635 -3.422 -0.35
C 2.989 0.767 -0.220 -0.65
C 3.270 0.448 1.241 -0.11
H 4.323 -1.000 2.438 0.35
H 5.207 -0.454 0.999 0.35
H 4.411 -2.790 0.668 0.37
H 2.748 -2.277 1.010 0.33
H 4.488 -1.454 -1.359 0.36
H 3.009 -2.436 -1.378 0.36
H 0.331 0.787 -1.434 0.41
H -0.781 0.460 -3.670 0.33
H 0.300 1.851 -3.840 0.30
H 0.628 -0.937 -4.966 0.33
H 0.727 0.636 -5.775 0.37
H 2.947 -0.491 -5.551 0.38
H 2.927 1.070 -4.753 0.34
H 3.956 -0.494 -3.250 0.36
H 2.707 -1.720 -3.537 0.29
H 3.865 1.296 -0.654 0.19
H 2.135 1.460 -0.293 0.36
H 2.311 0.219 1.728 -0.11
H 3.682 1.347 1.711 0.34
```

Values from the calculation:
HOMO-LUMO gap   3.82 eV
E   -24848.105 eV
HOMO energy   -9.580 eV
Net charge   +1
F_max   0.0470 hartree/bohr
Relative energy (zero: lowest compared OMol25 entry of this formula, charge and spin)   0.000 eV



This record from OMol25 describes an isolated ion of composition C22H34N3O and charge +1. The level of theory is ωB97M-V/def2-TZVPD.

Geometry as XYZ:
```
60
Properties=species:S:1:pos:R:3:mulliken_charge:R:1
O -1.577 1.343 -1.609 -0.66
C -1.062 2.049 -0.778 0.42
C -1.624 3.390 -0.336 -0.33
N -1.158 3.729 1.001 -0.49
C -1.844 3.023 2.079 -0.70
C -3.281 3.485 2.376 -1.20
C -4.287 3.049 1.352 0.74
C -5.033 3.884 0.635 -0.36
C -6.014 3.314 -0.337 -0.74
C -6.867 2.219 0.328 -0.62
C -6.046 1.315 1.262 -0.83
C -4.537 1.581 1.156 -0.72
N 0.118 1.770 -0.130 -0.16
C 0.950 0.689 -0.271 0.84
C 0.694 -0.339 -1.188 -0.84
C 1.564 -1.401 -1.304 -0.40
C 2.703 -1.456 -0.512 -0.26
N 3.634 -2.585 -0.627 0.58
C 4.157 -2.774 -2.010 -0.57
C 5.654 -3.058 -1.980 -0.81
C 6.017 -4.452 -1.467 -0.61
C 5.406 -4.824 -0.114 -0.70
C 3.895 -5.062 -0.193 -0.64
C 3.037 -3.808 -0.023 -0.66
C 2.969 -0.449 0.403 -0.89
C 2.101 0.616 0.523 -0.77
H -1.246 4.136 -1.042 0.53
H -2.715 3.360 -0.435 0.02
H -1.249 4.729 1.155 0.31
H -1.238 3.171 2.979 0.44
H -1.840 1.958 1.836 0.28
H -3.567 3.065 3.345 0.36
H -3.294 4.574 2.468 0.28
H -4.950 4.957 0.728 0.42
H -5.466 2.867 -1.174 0.24
H -6.662 4.090 -0.743 0.42
H -7.662 2.699 0.900 0.28
H -7.341 1.626 -0.454 0.31
H -6.241 0.265 1.041 0.40
H -6.344 1.493 2.297 0.34
H -4.010 0.987 1.904 0.45
H -4.190 1.269 0.166 0.21
H 0.349 2.480 0.566 0.20
H -0.190 -0.287 -1.801 0.58
H 1.354 -2.179 -2.021 0.43
H 4.452 -2.348 -0.053 0.48
H 3.612 -3.583 -2.496 0.38
H 3.971 -1.852 -2.564 0.52
H 6.149 -2.295 -1.372 0.37
H 6.041 -2.953 -2.994 0.35
H 5.708 -5.196 -2.202 0.31
H 7.103 -4.508 -1.391 0.34
H 5.648 -4.076 0.645 0.35
H 5.875 -5.754 0.207 0.35
H 3.671 -5.550 -1.142 0.39
H 3.594 -5.754 0.594 0.40
H 2.055 -3.962 -0.473 0.33
H 2.889 -3.590 1.037 0.43
H 3.854 -0.488 1.022 0.43
H 2.309 1.401 1.232 0.42
```

Values from the calculation:
HOMO-LUMO gap   8.23 eV
Structure (SMILES)   O=C(CNCCC1=CCCCC1)Nc1ccc([NH+]2CCCCCC2)cc1
E   -29878.162 eV
HOMO energy   -10.471 eV
Net charge   +1
F_max   0.0203 hartree/bohr
Relative energy (zero: lowest compared OMol25 entry of this formula, charge and spin)   1.156 eV



This record from OMol25 describes one molecule with the formula C22H34N4O4. The level of theory is ωB97M-V/def2-TZVPD.

Geometry as XYZ:
```
64
Properties=species:S:1:pos:R:3:mulliken_charge:R:1
C 2.398 0.416 -3.301 -1.46
C 2.311 -0.214 -1.925 0.30
O 3.495 -0.984 -1.696 -0.32
C 3.712 -1.394 -0.460 0.73
O 3.075 -1.043 0.506 -0.57
C 4.842 -2.397 -0.396 -0.71
C 4.228 -3.803 -0.574 -0.85
N 3.164 -4.062 0.365 -0.09
C 1.897 -3.627 0.033 0.60
O 1.619 -3.306 -1.111 -0.69
N 0.945 -3.697 1.010 0.29
C 1.196 -3.825 2.428 -1.06
C 1.295 -2.437 3.062 -0.40
C 0.004 -1.658 2.807 -1.19
C -0.253 -1.571 1.301 0.94
N -1.497 -0.897 0.924 0.26
C -1.418 -0.374 -0.430 -0.13
C -2.803 0.081 -0.902 -1.66
N -3.325 1.114 -0.032 0.13
C -3.024 2.447 -0.297 0.84
C -2.663 3.363 0.691 -0.57
C -2.451 4.702 0.403 -0.79
C -2.584 5.173 -0.893 0.79
O -2.389 6.469 -1.293 -0.46
C -2.033 7.415 -0.318 -0.82
C -2.951 4.270 -1.891 -0.82
C -3.173 2.945 -1.599 -0.28
C -3.345 0.620 1.325 -1.64
C -1.964 0.157 1.808 -0.16
C -0.303 -3.009 0.748 -1.87
H 2.498 -0.358 -4.056 0.35
H 3.258 1.078 -3.362 0.35
H 1.495 0.988 -3.495 0.40
H 2.225 0.545 -1.138 0.31
H 1.460 -0.899 -1.853 -0.01
H 5.557 -2.207 -1.194 0.35
H 5.331 -2.323 0.577 0.37
H 5.004 -4.562 -0.445 0.36
H 3.796 -3.885 -1.574 0.44
H 3.438 -3.984 1.331 0.24
H 2.087 -4.423 2.618 0.39
H 0.343 -4.364 2.857 0.40
H 1.474 -2.526 4.135 0.47
H 2.128 -1.895 2.609 0.14
H 0.106 -0.660 3.236 0.47
H -0.834 -2.165 3.293 0.39
H 0.617 -1.061 0.850 -0.04
H -1.050 -1.154 -1.097 0.46
H -0.722 0.485 -0.486 0.19
H -2.734 0.438 -1.927 0.42
H -3.489 -0.771 -0.868 0.36
H -2.533 3.048 1.714 0.24
H -2.173 5.362 1.211 0.37
H -1.937 8.363 -0.846 0.23
H -1.076 7.168 0.155 0.33
H -2.804 7.509 0.454 0.33
H -3.069 4.639 -2.898 0.41
H -3.488 2.287 -2.394 0.43
H -3.757 1.376 1.992 0.55
H -4.014 -0.248 1.337 0.44
H -2.069 -0.234 2.819 0.53
H -1.269 1.015 1.824 0.27
H -0.461 -3.012 -0.329 0.61
H -1.120 -3.554 1.227 0.08
```

Values from the calculation:
HOMO-LUMO gap   7.91 eV
Structure (SMILES)   CCOC(=O)CCNC(=O)N1CCC[C@H](N2CCN(c3ccc(OC)cc3)CC2)C1
E   -37517.103 eV
HOMO energy   -7.153 eV
Net charge   0
F_max   0.0124 hartree/bohr
Relative energy (zero: lowest compared OMol25 entry of this formula, charge and spin)   1.569 eV



This record from OMol25 describes one molecule with the formula C22H34N4O5S. The level of theory is ωB97M-V/def2-TZVPD.

Geometry as XYZ:
```
66
Properties=species:S:1:pos:R:3:mulliken_charge:R:1
C -7.679 -1.438 0.028 -1.12
C -7.187 -0.522 -1.083 -0.29
O -5.924 0.062 -0.765 -0.40
C -4.842 -0.716 -1.004 0.78
O -4.899 -1.830 -1.469 -0.65
N -3.683 -0.076 -0.713 0.11
C -3.600 1.170 0.015 -0.49
C -3.142 0.889 1.453 -0.97
N -1.923 0.114 1.484 0.03
S -0.491 0.944 1.537 1.00
O 0.522 -0.021 1.826 -0.42
O -0.690 2.030 2.446 -0.78
N -0.275 1.548 -0.021 0.56
C -0.327 2.994 -0.129 -1.22
C 0.984 3.648 0.300 -0.74
C 2.139 3.082 -0.522 -1.06
C 2.184 1.557 -0.375 1.74
C 3.258 0.975 -1.288 -0.57
O 3.008 0.470 -2.362 -0.68
N 4.520 1.142 -0.829 -0.04
C 5.632 0.425 -1.414 -0.83
C 6.100 -0.711 -0.488 -1.31
C 4.899 -1.454 0.031 0.68
C 4.212 -2.349 -0.774 -0.48
C 3.047 -2.946 -0.328 -0.71
C 2.537 -2.661 0.932 1.07
C 1.277 -3.295 1.434 -1.57
C 3.229 -1.770 1.741 -0.50
C 4.393 -1.174 1.295 -0.35
C 0.826 0.962 -0.758 -2.40
C -1.962 -1.089 0.683 -0.26
C -2.435 -0.809 -0.749 -0.88
H -7.725 -0.898 0.971 0.29
H -7.002 -2.283 0.133 0.31
H -8.669 -1.809 -0.218 0.38
H -7.095 -1.082 -2.019 0.33
H -7.859 0.328 -1.221 0.32
H -4.574 1.657 0.011 0.45
H -2.866 1.808 -0.487 0.20
H -2.945 1.812 1.996 0.48
H -3.918 0.320 1.978 0.39
H -1.143 3.338 0.507 0.57
H -0.551 3.239 -1.173 0.58
H 0.914 4.729 0.165 0.43
H 1.139 3.438 1.360 0.38
H 1.996 3.331 -1.577 0.31
H 3.085 3.522 -0.199 0.42
H 2.393 1.287 0.665 0.53
H 4.644 1.463 0.118 0.35
H 6.453 1.120 -1.616 0.38
H 5.263 0.019 -2.358 0.38
H 6.665 -0.291 0.347 0.33
H 6.758 -1.375 -1.050 0.40
H 4.585 -2.573 -1.763 0.40
H 2.522 -3.637 -0.973 0.37
H 0.685 -2.553 1.965 0.28
H 0.693 -3.712 0.616 0.35
H 1.513 -4.101 2.129 0.41
H 2.836 -1.526 2.716 0.30
H 4.917 -0.481 1.940 0.42
H 0.832 -0.109 -0.557 0.44
H 0.653 1.119 -1.827 0.61
H -0.958 -1.509 0.688 -0.22
H -2.650 -1.793 1.163 0.49
H -2.608 -1.744 -1.284 0.50
H -1.692 -0.206 -1.278 0.24
```

Values from the calculation:
HOMO-LUMO gap   9.43 eV
Structure (SMILES)   CCOC(=O)N1CCN(S(=O)(=O)N2CCC[C@H](C(=O)NCCc3ccc(C)cc3)C2)CC1
E   -50400.616 eV
HOMO energy   -8.725 eV
Net charge   0
F_max   0.0198 hartree/bohr
Relative energy (zero: lowest compared OMol25 entry of this formula, charge and spin)   0.368 eV



This record from OMol25 describes C22H34N5O4SeTi as an isolated structure. The level of theory is ωB97M-V/def2-TZVPD.

Geometry as XYZ:
```
67
Properties=species:S:1:pos:R:3:mulliken_charge:R:1
Ti -0.813 0.045 0.395 0.15
N -3.051 -1.060 0.479 -0.37
C -3.651 -0.561 1.727 -0.33
C -2.922 -1.194 2.881 -1.24
N -1.437 -1.162 2.721 1.02
C -0.942 -2.544 2.498 -0.75
C 0.391 -2.652 1.788 -1.14
N 0.401 -1.832 0.556 -0.42
C -0.917 -0.565 3.983 -1.16
C 0.572 -0.349 4.068 -1.18
N 1.052 0.307 2.859 -0.24
H -3.559 -0.695 -0.317 0.26
H -3.146 -2.071 0.443 0.27
H -4.716 -0.774 1.809 0.60
H -3.536 0.519 1.742 0.00
H -3.244 -2.233 2.990 0.37
H -3.212 -0.693 3.802 0.49
H -1.683 -3.052 1.881 0.59
H -0.900 -3.093 3.443 0.29
H 0.565 -3.698 1.543 0.49
H 1.210 -2.331 2.414 0.27
H 0.143 -2.389 -0.252 0.43
H 1.335 -1.484 0.365 -0.24
H -1.234 -1.189 4.826 0.49
H -1.421 0.395 4.091 0.58
H 1.089 -1.300 4.200 0.37
H 0.754 0.215 4.985 0.49
H 2.061 0.367 2.821 0.23
H 0.720 1.259 2.771 0.16
O -1.967 3.673 2.010 -0.56
C -1.787 2.607 1.236 0.22
O -1.157 1.559 1.651 0.07
C -2.296 2.541 -0.062 -0.12
C -3.003 3.479 -0.797 -0.71
C -3.376 3.183 -2.099 -1.04
C -3.000 1.955 -2.672 -0.64
C -2.282 1.055 -1.935 1.03
N -1.949 1.313 -0.620 1.19
C -1.697 -0.202 -2.305 -0.07
O -1.830 -0.810 -3.451 -0.52
O -1.012 -0.775 -1.432 0.06
H -1.469 3.555 2.830 0.35
H -3.254 4.434 -0.351 0.58
H -3.931 3.905 -2.681 0.44
H -3.267 1.745 -3.704 0.35
H -2.318 -0.261 -4.082 0.32
C 5.243 -1.140 -4.188 -1.54
C 4.246 -0.538 -3.227 0.57
C 4.452 -0.578 -1.855 -1.02
C 3.546 -0.023 -0.951 0.63
C 3.874 -0.117 0.521 -1.07
C 2.384 0.597 -1.444 0.38
Se 1.181 1.438 -0.221 -0.05
C 2.160 0.656 -2.827 0.85
C 0.947 1.309 -3.453 -1.98
C 3.096 0.087 -3.686 -0.73
H 6.089 -1.580 -3.661 0.35
H 5.631 -0.384 -4.873 0.35
H 4.786 -1.924 -4.797 0.34
H 5.350 -1.054 -1.468 0.27
H 4.852 -0.578 0.662 0.42
H 3.141 -0.725 1.059 -0.09
H 3.878 0.862 1.003 0.31
H 0.449 1.982 -2.761 0.35
H 0.232 0.547 -3.783 0.23
H 1.236 1.878 -4.338 0.55
H 2.917 0.141 -4.758 0.44
```

Values from the calculation:
HOMO-LUMO gap (alpha / beta)   5.54 / 5.39 eV
E   -127465.943 eV
HOMO energy (alpha / beta)   -9.047 / -8.963 eV
Net charge   +1
F_max   0.0294 hartree/bohr
Relative energy (zero: lowest compared OMol25 entry of this formula, charge and spin)   0.989 eV



This record from OMol25 describes one molecule with the formula C22H34N6. The level of theory is ωB97M-V/def2-TZVPD.

Geometry as XYZ:
```
62
Properties=species:S:1:pos:R:3:mulliken_charge:R:1
C -3.565 -4.603 -0.280 -1.41
C -2.899 -3.319 -0.757 -0.06
C -3.310 -2.124 0.096 -1.13
C -2.564 -0.848 -0.328 -0.59
C -3.065 0.297 0.490 0.19
N -3.430 0.222 1.752 -0.17
N -3.809 1.437 2.113 -0.84
N -3.702 2.256 1.155 -0.41
N -3.228 1.587 0.096 0.90
C -3.003 2.253 -1.157 -0.69
C -2.224 3.560 -0.942 -1.59
C -0.821 3.290 -0.471 0.51
C -0.551 3.112 0.881 0.00
C 0.729 2.801 1.306 -0.84
C 1.758 2.679 0.388 0.10
C 1.501 2.871 -0.958 -0.75
C 0.218 3.167 -1.385 -0.50
N -1.126 -1.057 -0.214 0.46
C -0.568 -0.816 1.102 -0.30
C 0.848 -1.373 1.148 -1.56
N 1.674 -0.686 0.169 0.86
C 3.073 -1.075 0.278 -0.17
C 3.682 -0.582 1.610 -0.86
C 5.067 -0.003 1.279 -0.76
C 5.349 -0.449 -0.154 -0.80
C 3.967 -0.443 -0.795 -0.53
C 1.110 -0.925 -1.146 -1.54
C -0.316 -0.383 -1.204 0.39
H -3.286 -4.816 0.750 0.34
H -3.263 -5.444 -0.899 0.41
H -4.648 -4.513 -0.327 0.32
H -3.170 -3.133 -1.799 0.24
H -1.814 -3.422 -0.707 0.19
H -3.095 -2.323 1.146 0.24
H -4.384 -1.950 0.008 0.60
H -2.786 -0.655 -1.385 0.87
H -2.452 1.579 -1.816 0.27
H -3.977 2.480 -1.607 0.37
H -2.761 4.157 -0.203 0.47
H -2.205 4.102 -1.889 0.53
H -1.348 3.221 1.604 0.49
H 0.922 2.658 2.359 0.41
H 2.755 2.440 0.721 0.39
H 2.299 2.787 -1.682 0.43
H 0.020 3.306 -2.439 0.36
H -0.520 0.262 1.332 -0.07
H -1.190 -1.306 1.851 0.66
H 0.816 -2.460 0.948 0.30
H 1.260 -1.217 2.145 0.65
H 3.172 -2.176 0.212 0.34
H 3.760 -1.399 2.326 0.43
H 3.036 0.184 2.036 0.19
H 5.041 1.087 1.324 0.24
H 5.832 -0.346 1.974 0.35
H 5.754 -1.463 -0.160 0.33
H 6.053 0.205 -0.667 0.41
H 3.641 0.583 -0.969 0.02
H 3.947 -0.991 -1.737 0.40
H 1.094 -2.003 -1.388 0.27
H 1.705 -0.405 -1.896 0.61
H -0.274 0.705 -1.036 -0.54
H -0.729 -0.579 -2.198 0.59
```

Values from the calculation:
HOMO-LUMO gap   9.24 eV
Structure (SMILES)   CCC[C@@H](c1nnnn1CCc1ccccc1)N1CCN(C2CCCC2)CC1
E   -32305.939 eV
HOMO energy   -8.568 eV
Net charge   0
F_max   0.0301 hartree/bohr
Relative energy (zero: lowest compared OMol25 entry of this formula, charge and spin)   0.000 eV